[1]
Entry from OMol25: a 12-piece molecular cluster, C48H69F27O24 overall (ωB97M-V/def2-TZVPD).

Geometry (Å):
C 5.949 -4.651 3.687
C 4.740 -4.195 4.367
O 3.598 -4.515 3.608
C 2.472 -3.847 3.939
O 2.344 -3.175 4.980
C 1.229 -4.191 3.054
F 0.812 -3.091 2.444
F 1.496 -5.179 2.165
F 0.186 -4.628 3.783
H 5.932 -5.735 3.569
H 6.834 -4.314 4.226
H 6.010 -4.176 2.708
H 4.767 -3.107 4.422
H 4.660 -4.718 5.321
C -6.718 4.744 0.486
C -7.420 3.360 0.243
O -6.487 2.328 0.266
C -6.168 1.772 1.385
O -6.608 1.999 2.506
C -5.046 0.651 1.180
F -4.701 0.415 -0.117
F -3.904 1.038 1.765
F -5.416 -0.526 1.736
H -6.157 5.020 -0.407
H -6.071 4.866 1.355
H -7.546 5.452 0.530
H -7.865 3.393 -0.751
H -8.259 3.145 0.904
C 4.222 -2.430 -4.711
C 2.755 -2.165 -4.412
O 2.122 -3.430 -4.244
C 0.792 -3.518 -4.191
O -0.009 -2.596 -4.268
C 0.304 -4.945 -3.807
F -0.203 -4.825 -2.624
F -0.661 -5.298 -4.608
F 1.283 -5.837 -3.747
H 4.837 -1.530 -4.696
H 4.336 -2.807 -5.727
H 4.648 -3.167 -4.030
H 2.293 -1.632 -5.243
H 2.642 -1.580 -3.499
C -4.798 -1.043 -5.158
C -5.583 -0.256 -4.056
O -5.097 1.065 -3.992
C -5.753 1.900 -3.259
O -6.878 1.622 -2.778
C -5.154 3.317 -3.142
F -4.162 3.551 -3.998
F -6.029 4.303 -3.465
F -4.669 3.528 -1.905
H -4.877 -0.565 -6.135
H -5.182 -2.062 -5.175
H -3.734 -0.957 -4.939
H -5.412 -0.758 -3.104
H -6.665 -0.260 -4.186
C -1.820 -7.074 1.735
C -1.086 -6.560 0.453
O -1.891 -6.836 -0.807
C -3.035 -6.109 -1.056
O -3.562 -5.333 -0.264
C -3.729 -6.502 -2.366
F -4.042 -5.409 -3.104
F -3.069 -7.427 -3.084
F -4.915 -6.964 -2.017
H -1.638 -6.425 2.592
H -1.487 -8.091 1.937
H -2.900 -7.078 1.588
H -0.081 -6.966 0.337
H -0.983 -5.481 0.569
C 2.872 -5.284 -0.633
C 4.257 -4.969 -0.105
O 4.789 -3.755 -0.674
C 4.529 -2.581 -0.129
O 3.911 -2.430 0.914
C 5.180 -1.433 -0.865
F 6.004 -0.738 -0.125
F 5.868 -1.906 -1.895
F 4.253 -0.617 -1.323
H 2.128 -4.542 -0.346
H 2.484 -6.171 -0.132
H 2.861 -5.474 -1.707
H 4.905 -5.769 -0.463
H 4.411 -4.995 0.974
C 6.760 3.724 4.541
C 6.114 3.390 3.200
O 5.625 2.038 3.299
C 4.351 1.820 3.665
O 3.550 2.640 4.164
C 3.885 0.278 3.543
F 3.200 0.147 2.377
F 4.982 -0.455 3.351
F 3.093 -0.053 4.553
H 6.110 3.636 5.411
H 7.130 4.740 4.399
H 7.612 3.072 4.734
H 6.763 3.399 2.325
H 5.286 4.058 2.965
C -4.164 0.421 5.962
C -3.786 1.287 4.778
O -2.672 0.870 4.085
C -1.393 1.118 4.410
O -1.065 1.724 5.450
C -0.364 0.701 3.390
F 0.412 1.795 3.157
F 0.390 -0.245 3.866
F -0.976 0.328 2.235
H -4.119 -0.600 5.583
H -5.102 0.657 6.465
H -3.498 0.609 6.804
H -3.583 2.322 5.054
H -4.608 1.378 4.068
C 1.151 0.620 -0.271
C 0.663 -0.822 -0.219
O -0.596 -0.948 -0.885
C -1.194 -2.125 -0.976
O -0.862 -3.172 -0.391
C -2.514 -2.049 -1.769
F -3.499 -1.926 -0.875
F -2.587 -0.954 -2.559
F -2.652 -3.176 -2.503
H 0.447 1.286 0.227
H 1.208 0.951 -1.308
H 2.168 0.694 0.114
H 0.574 -1.066 0.840
H 1.454 -1.457 -0.618
C 3.146 3.884 -0.546
C 3.421 4.591 0.731
O 2.339 4.415 1.715
C 2.227 5.209 2.804
C 1.025 4.873 3.679
O 2.949 6.145 3.116
H 4.063 3.885 -1.135
H 2.283 4.276 -1.084
H 2.869 2.862 -0.288
H 4.315 4.152 1.175
H 3.632 5.654 0.616
H 1.133 3.923 4.203
H 0.109 4.886 3.087
H 0.860 5.681 4.391
C -1.572 1.830 -3.753
C -0.235 0.985 -3.972
O 0.789 1.977 -3.768
C 2.029 1.799 -4.202
C 2.811 3.078 -4.084
O 2.453 0.809 -4.700
H -2.389 1.201 -4.105
H -1.655 2.786 -4.269
H -1.738 2.002 -2.690
H -0.062 0.199 -3.237
H -0.168 0.578 -4.980
H 3.331 3.035 -3.126
H 2.241 4.007 -4.101
H 3.581 3.132 -4.854
C -0.408 6.980 -1.741
C -0.899 5.606 -2.059
O -1.018 4.760 -0.878
C -2.131 4.785 -0.168
C -2.339 3.654 0.766
O -2.964 5.692 -0.171
H -0.349 7.611 -2.628
H 0.567 6.931 -1.256
H -1.137 7.522 -1.140
H -1.880 5.691 -2.527
H -0.159 5.075 -2.658
H -1.338 3.251 0.922
H -3.043 2.950 0.323
H -2.625 4.136 1.701

Output
SMILES string: CCOC(=O)C(F)(F)F.CCOC(=O)C(F)(F)F.CCOC(=O)C(F)(F)F.CCOC(=O)C(F)(F)F.CCOC(=O)C(F)(F)F.CCOC(=O)C(F)(F)F.CCOC(=O)C(F)(F)F.CCOC(=O)C(F)(F)F.CCOC(=O)C(F)(F)F.CCOC(C)=O.CCOC(C)=O.CCOC(C)=O
LUMO level: 0.0146 Eh


[2]
Entry from OMol25: C48H69N5O10S4Si4SrTe as an isolated structure (ωB97M-V/def2-TZVPD).

Geometry (Å):
Sr -0.176 1.366 0.007
C -5.788 5.410 1.642
C -4.370 5.824 2.005
S -3.109 4.521 1.870
C -3.656 3.262 3.054
C -4.610 2.171 2.533
S -4.356 1.711 0.782
C -6.069 1.857 0.149
C -6.849 3.157 0.326
S -5.982 4.724 -0.046
H -6.442 6.283 1.701
H -6.146 4.652 2.336
H -4.364 6.223 3.023
H -4.007 6.597 1.326
H -4.074 3.781 3.919
H -2.726 2.790 3.357
H -5.653 2.467 2.645
H -4.420 1.269 3.116
H -6.667 1.053 0.590
H -5.932 1.643 -0.913
H -7.212 3.254 1.348
H -7.713 3.141 -0.342
O 0.616 1.210 3.871
C 0.016 1.477 2.828
O 0.410 2.245 1.893
C -1.406 0.874 2.575
O -2.025 0.341 3.501
O -1.840 1.059 1.388
O -2.266 -1.703 -6.570
C -1.105 -2.130 -5.874
C -1.115 -1.554 -4.485
C -0.615 -2.258 -3.398
C -0.598 -1.634 -2.160
N -1.061 -0.410 -1.955
C -1.586 0.260 -2.988
C -1.612 -0.278 -4.272
C -2.100 1.618 -2.704
C -3.033 2.259 -3.513
C -3.456 3.541 -3.179
C -4.439 4.272 -4.057
O -4.121 4.173 -5.438
C -2.924 4.143 -2.047
C -1.996 3.434 -1.304
N -1.604 2.214 -1.619
H -2.152 -1.867 -7.509
H -0.201 -1.779 -6.386
H -1.065 -3.224 -5.824
H -0.230 -3.263 -3.514
H -0.198 -2.131 -1.280
H -2.001 0.290 -5.104
H -3.444 1.775 -4.389
H -4.493 5.321 -3.745
H -5.435 3.836 -3.952
H -3.187 4.379 -5.550
H -3.230 5.133 -1.739
H -1.544 3.890 -0.432
C 7.286 -3.099 0.324
C 5.916 -2.503 0.508
C 5.417 -2.176 1.760
C 4.196 -1.534 1.916
C 3.708 -1.239 3.305
C 3.421 -1.185 0.790
C 2.283 -0.234 0.997
O 1.754 0.432 -0.001
C 3.869 -1.617 -0.475
C 3.079 -1.458 -1.753
C 5.105 -2.248 -0.587
H 7.715 -3.400 1.280
H 7.953 -2.367 -0.136
H 7.253 -3.971 -0.331
H 6.000 -2.414 2.644
H 4.406 -1.628 4.046
H 2.725 -1.691 3.458
H 3.581 -0.167 3.474
H 2.486 0.396 1.874
H 2.325 -0.687 -1.644
H 2.587 -2.405 -1.999
H 3.750 -1.201 -2.574
H 5.448 -2.529 -1.578
C 1.552 -6.856 2.883
Si 1.627 -5.306 1.769
C 3.480 -4.993 1.517
C 0.990 -5.876 0.061
Si 0.295 -3.536 2.619
Te 0.335 -1.153 1.838
Si -1.918 -4.305 2.199
C -3.220 -3.486 3.309
C -2.221 -6.181 2.457
C -2.395 -3.931 0.397
Si 0.368 -3.555 5.018
C 2.063 -3.204 5.832
C -0.226 -5.171 5.867
C -0.759 -2.166 5.641
H 2.025 -7.723 2.419
H 0.514 -7.113 3.109
H 2.057 -6.665 3.832
H 3.993 -5.865 1.105
H 3.965 -4.731 2.459
H 3.635 -4.157 0.834
H 1.670 -6.576 -0.428
H 0.866 -5.015 -0.600
H 0.015 -6.360 0.155
H -3.164 -3.882 4.326
H -4.236 -3.645 2.942
H -3.043 -2.408 3.362
H -1.817 -6.502 3.420
H -1.738 -6.783 1.684
H -3.287 -6.415 2.449
H -2.250 -2.865 0.204
H -3.434 -4.176 0.171
H -1.759 -4.483 -0.301
H 2.858 -3.848 5.448
H 2.016 -3.335 6.915
H 2.346 -2.169 5.635
H 0.364 -6.033 5.548
H -1.269 -5.377 5.616
H -0.153 -5.101 6.954
H -0.659 -1.293 4.988
H -0.513 -1.845 6.656
H -1.811 -2.453 5.623
O 4.309 4.117 -7.658
S 4.685 5.516 -7.574
O 6.008 5.818 -8.088
O 3.643 6.457 -7.976
C 4.734 5.882 -5.787
N 5.527 6.855 -5.347
C 5.399 7.185 -4.071
C 4.510 6.559 -3.212
C 3.736 5.541 -3.761
N 3.849 5.227 -5.050
C 2.785 4.722 -2.969
C 2.306 3.530 -3.514
C 1.461 2.744 -2.753
N 1.078 3.064 -1.519
C 1.518 4.208 -1.007
C 2.361 5.069 -1.690
H 6.047 7.982 -3.718
H 4.448 6.840 -2.170
H 2.611 3.250 -4.512
H 1.065 1.808 -3.135
H 1.186 4.428 0.003
H 2.672 5.994 -1.223

Output
LUMO level: 0.1130 Eh
Total charge: -2
Relative energy (zero: lowest compared OMol25 entry of this formula, charge and spin): 77.9 kcal/mol


[3]
Entry from OMol25: C48H70CsFNO3P3Si as an isolated structure (ωB97M-V/def2-TZVPD).

Geometry (Å):
Cs 1.586 -1.006 -0.486
C 1.108 3.568 -2.852
C 0.571 2.519 -3.818
C -0.501 3.251 -4.663
P -0.105 1.140 -2.794
C 0.063 -0.329 -4.047
C -0.111 -0.056 -5.500
C -0.720 -1.496 -3.528
C -1.889 1.453 -2.701
C -2.834 1.418 -3.772
C -4.147 1.602 -3.531
C -4.610 1.893 -2.266
C -3.719 1.985 -1.165
C -2.325 1.759 -1.353
Si -1.136 1.393 0.134
C -2.426 1.616 1.574
C -2.499 2.771 2.423
C -3.398 3.050 3.475
C -4.349 2.011 3.689
C -4.332 0.854 2.966
C -3.340 0.640 2.016
P -3.096 -1.031 1.302
C -3.900 -2.111 2.671
C -5.448 -2.312 2.610
C -3.250 -3.413 3.179
C -4.261 -1.126 -0.236
C -5.617 -0.440 -0.171
C -4.337 -2.483 -0.888
C -0.271 3.106 0.253
C -1.080 4.226 -0.086
C -0.639 5.517 0.015
C 0.657 5.719 0.493
C 1.415 4.678 0.877
C 0.992 3.356 0.747
P 2.242 2.033 1.263
C 3.866 2.614 0.616
C 3.894 3.029 -0.839
C 5.071 1.577 0.703
C 2.202 2.530 3.084
C 0.767 2.312 3.574
C 3.178 1.734 3.884
H 1.676 4.339 -3.398
H 1.772 3.080 -2.100
H 0.380 4.081 -2.198
H 1.319 2.028 -4.439
H -1.402 3.417 -4.073
H -0.788 2.625 -5.535
H 0.054 4.193 -4.894
H 1.143 -0.593 -3.860
H -1.104 0.328 -5.625
H -0.082 -0.909 -6.146
H 0.651 0.631 -5.847
H -1.778 -1.322 -3.358
H -0.228 -1.908 -2.610
H -0.736 -2.230 -4.304
H -2.438 1.414 -4.773
H -4.777 1.538 -4.413
H -5.687 2.040 -2.101
H -4.123 2.368 -0.293
H -1.852 3.633 2.196
H -3.321 4.044 3.895
H -5.109 2.234 4.437
H -5.081 0.111 3.150
H -3.746 -1.385 3.512
H -5.879 -2.744 1.693
H -5.932 -1.353 2.702
H -5.792 -2.899 3.454
H -3.608 -4.255 2.577
H -3.537 -3.507 4.257
H -2.163 -3.355 3.156
H -3.685 -0.442 -0.880
H -6.368 -0.868 0.463
H -6.026 -0.389 -1.167
H -5.585 0.646 0.175
H -5.061 -3.131 -0.487
H -3.362 -2.950 -0.984
H -4.723 -2.289 -1.910
H -2.035 4.063 -0.479
H -1.321 6.289 -0.230
H 1.047 6.704 0.485
H 2.403 4.898 1.219
H 4.157 3.549 1.100
H 3.520 2.329 -1.525
H 4.917 3.188 -1.069
H 3.381 3.941 -1.045
H 4.912 0.845 -0.075
H 5.211 1.089 1.671
H 5.974 2.149 0.506
H 2.509 3.612 3.010
H 0.429 1.353 3.224
H 0.058 3.020 3.190
H 0.804 2.328 4.686
H 4.189 1.712 3.450
H 2.804 0.643 3.864
H 3.331 2.047 4.933
O 0.102 -1.196 2.471
H 0.092 -2.037 1.988
H -0.496 -0.679 1.933
O 2.098 -3.223 4.054
H 2.343 -3.537 3.189
H 1.507 -2.533 3.830
O 4.338 -1.629 -2.922
H 3.800 -0.868 -2.628
H 4.827 -2.022 -2.194
F 2.737 0.293 -2.287
C 7.085 -4.925 1.053
C 6.680 -3.866 1.853
C 5.315 -3.507 1.901
C 4.288 -4.226 1.224
C 4.800 -5.318 0.393
C 6.157 -5.616 0.335
N 2.960 -3.904 1.466
C 1.989 -4.225 0.559
C 0.674 -4.129 1.015
C -0.419 -4.238 0.154
C -0.219 -4.328 -1.225
C 1.077 -4.410 -1.686
C 2.164 -4.259 -0.858
H 8.144 -5.246 1.113
H 7.399 -3.334 2.455
H 4.981 -2.674 2.528
H 4.079 -5.964 -0.111
H 6.484 -6.572 -0.169
H 0.581 -4.055 2.082
H -1.435 -4.175 0.531
H -1.044 -4.275 -1.938
H 1.190 -4.434 -2.825
H 3.137 -4.424 -1.320

Output
LUMO level: 0.1352 Eh
Total charge: -2
Relative energy (zero: lowest compared OMol25 entry of this formula, charge and spin): 43.4 kcal/mol


Number 1: HOMO level -10.03 eV. Number 2: HOMO level -2.78 eV. Number 3: HOMO level -1.32 eV.